Molecular formula: C6H14OS2Si2
Method: DFT, ωB97M-V with the def2-TZVPD basis set

## Properties
HOMO ... -9.211 eV
Kohn-Sham gap ... 9.709 eV
Maximum force ... 4.2 eV/A
SMILES ... C=C[Si](C)(C)O[Si](S)(S)C=C

Element x y z (Å)
1 C 1.3028 1.8169 -3.3827
2 C -0.4913 -0.0713 2.8675
3 C 0.8681 0.7302 -2.7370
4 C 0.1016 -1.1147 2.4012
5 C -1.6746 0.9251 -0.7904
6 C 1.1478 1.4641 0.3400
7 O 0.1706 -1.1790 -0.6292
8 Si 0.1841 0.4672 -0.9582
9 Si -0.2620 -2.0184 0.8221
10 S -2.3836 -2.6012 0.4651
11 S 0.8007 -3.7476 0.4520
12 H 1.2841 1.7799 -4.4888
13 H 1.8276 2.7054 -3.0886
14 H -0.2150 0.3989 3.7595
15 H -1.2669 0.3750 2.3623
16 H 0.4580 -0.0435 -3.3940
17 H 0.9340 -1.5676 3.0617
18 H -1.9936 1.6854 -1.4247
19 H -2.2438 -0.0493 -0.9183
20 H -1.7297 1.3199 0.2002
21 H 0.7751 2.1438 1.0615
22 H 1.3642 0.6626 1.1107
23 H 2.0844 1.7906 -0.1525
24 H -2.7858 -2.3195 1.7279
25 H 1.7431 -3.5528 1.3327

And the natural (NBO) charges, in e, turn out to be: -0.3449, -0.3012, -0.6463, -0.7222, -1.1139, -1.1668, -1.2592, 1.8584, 1.5795, -0.4454, -0.4011, 0.1827, 0.1951, 0.1978, 0.1886, 0.2157, 0.2368, 0.2354, 0.2514, 0.2194, 0.2469, 0.2467, 0.2429, 0.1576, 0.1463